1.
Here is one molecule with the formula C3H5NOS in a non-equilibrium geometry from the Open Molecules 2025 dataset. Energies are from ωB97M-V with the def2-TZVPD basis set.

Cartesian coordinates (Å):
C (1.366, -0.086, -0.147)
C (0.324, 0.972, 0.043)
C (0.321, -1.125, 0.064)
N (-0.668, -0.096, 0.363)
O (2.484, -0.018, -0.539)
S (-2.138, -0.056, -0.470)
H (0.217, 1.638, 0.918)
H (0.240, 1.826, -0.829)
H (0.130, -1.673, -0.792)
H (0.490, -1.866, 0.888)
H (-2.765, 0.484, 0.499)

Output
energy above the lowest of the compared OMol25 structures with the same formula, charge and spin	2.345	eV
lowest unoccupied orbital energy (alpha / beta)	0.84 / -2.77	eV
expectation value of S²	2.007
molar mass	103.15	g/mol
orbital gap (alpha / beta)	0.253 / 0.232	hartree
DFT total energy	-17558.3328	eV
2S+1	3

2.
Here is C20H37ClHfN3OP as an isolated structure in a non-equilibrium geometry from the Open Molecules 2025 dataset. Energies are from ωB97M-V with the def2-TZVPD basis set.

Cartesian coordinates (Å):
C (-0.918, 3.127, -3.347)
C (-1.638, 3.480, -4.647)
C (-1.963, 2.697, -2.280)
C (-0.219, 4.329, -2.680)
Cl (0.275, 1.939, -3.828)
H (-2.699, 3.526, -2.147)
H (-1.501, 2.518, -1.306)
H (-2.518, 1.789, -2.531)
H (-2.168, 4.406, -4.558)
H (-2.303, 2.639, -4.908)
H (-0.906, 3.571, -5.469)
H (-0.912, 5.187, -2.695)
H (0.710, 4.623, -3.191)
H (0.065, 4.104, -1.642)
C (-0.733, -2.708, 0.360)
C (-1.449, -1.906, 1.321)
C (-2.071, -0.819, 0.602)
H (-1.646, -2.190, 2.360)
C (-1.690, -0.908, -0.786)
C (-0.942, -2.127, -0.946)
H (-0.684, -2.604, -1.895)
H (-0.277, -3.687, 0.543)
H (-2.838, -0.149, 0.998)
H (-2.069, -0.287, -1.603)
C (1.593, 0.791, 1.996)
C (0.432, 0.318, 2.717)
C (-0.715, 0.960, 2.149)
H (0.454, -0.270, 3.636)
C (-0.291, 1.777, 1.045)
C (1.141, 1.698, 0.963)
H (1.776, 2.298, 0.308)
H (2.627, 0.631, 2.292)
H (-1.722, 0.942, 2.564)
H (-0.908, 2.502, 0.512)
Hf (0.290, -0.523, 0.524)
C (2.003, -4.034, -1.554)
N (2.396, -3.732, -0.167)
C (2.790, -4.911, 0.626)
P (3.091, -2.257, 0.075)
O (1.988, -1.209, -0.245)
N (3.545, -2.165, 1.631)
C (4.691, -1.325, 2.032)
C (2.539, -2.393, 2.692)
N (4.338, -1.930, -0.928)
C (5.514, -2.828, -1.033)
C (4.079, -1.185, -2.169)
H (1.350, -4.915, -1.535)
H (2.879, -4.259, -2.189)
H (1.443, -3.201, -1.994)
H (3.881, -4.962, 0.793)
H (2.274, -4.918, 1.599)
H (2.478, -5.804, 0.066)
H (4.380, -0.633, 2.833)
H (5.511, -1.954, 2.422)
H (5.068, -0.735, 1.178)
H (1.539, -2.599, 2.283)
H (2.842, -3.249, 3.312)
H (2.481, -1.508, 3.336)
H (5.279, -3.764, -1.576)
H (6.286, -2.297, -1.612)
H (5.932, -3.072, -0.046)
H (3.530, -1.790, -2.905)
H (3.525, -0.270, -1.945)
H (5.046, -0.915, -2.604)

Output
lowest unoccupied orbital energy	-7.68	eV
molar mass	580.45	g/mol
orbital gap	0.274	hartree
DFT total energy	-50964.2611	eV
charge	+2

3.
Here is C6H9NO2 as an isolated structure in a non-equilibrium geometry from the Open Molecules 2025 dataset. Energies are from ωB97M-V with the def2-TZVPD basis set.

Cartesian coordinates (Å):
C (0.176, 0.657, -0.429)
C (0.523, 1.694, 1.205)
C (-0.713, -0.264, 0.171)
N (1.728, 1.373, 1.753)
C (-1.104, -1.252, -1.337)
C (-1.571, -0.401, 1.162)
C (-0.261, -2.092, -1.926)
O (1.416, 0.202, -0.848)
O (-0.178, 2.573, 1.676)
H (1.727, 0.798, -1.547)
H (-0.285, 1.385, -1.095)
H (2.236, 0.576, 1.403)
H (2.096, 1.918, 2.524)
H (-2.166, -1.262, -1.580)
H (-2.316, -1.190, 1.149)
H (-1.511, 0.241, 2.036)
H (0.803, -2.088, -1.703)
H (-0.601, -2.867, -2.613)

Output
energy above the lowest of the compared OMol25 structures with the same formula, charge and spin	4.210	eV
lowest unoccupied orbital energy	0.52	eV
molar mass	127.14	g/mol
orbital gap	0.317	hartree
DFT total energy	-11949.1081	eV

4.
Here is F5NP2 as an isolated structure in a non-equilibrium geometry from the Open Molecules 2025 dataset. Energies are from ωB97M-V with the def2-TZVPD basis set.

Cartesian coordinates (Å):
N (-0.166, -0.466, 0.660)
F (1.472, 1.160, 0.798)
F (1.237, -0.547, 2.598)
F (-0.432, 1.254, -1.329)
F (-0.421, -1.033, -2.040)
F (-2.271, -0.243, -0.922)
P (1.436, -0.444, 0.993)
P (-0.735, -0.132, -0.730)

Output
energy above the lowest of the compared OMol25 structures with the same formula, charge and spin	0.000	eV
lowest unoccupied orbital energy	0.47	eV
molar mass	170.94	g/mol
orbital gap	0.411	hartree
DFT total energy	-33660.3750	eV

5.
Here is one molecule with the formula C4H9NO2 from the Open Molecules 2025 dataset. Energies are from ωB97M-V with the def2-TZVPD basis set.

Cartesian coordinates (Å):
C (-1.224, 1.347, -0.480)
C (-0.274, 0.492, 0.360)
C (-0.792, -0.947, 0.438)
O (-0.189, -1.668, 1.490)
N (1.108, 0.547, -0.149)
C (1.891, -0.471, -0.600)
O (1.567, -1.618, -0.871)
H (-0.825, 2.349, -0.667)
H (-2.172, 1.468, 0.055)
H (-1.422, 0.878, -1.452)
H (-0.246, 0.883, 1.388)
H (-1.881, -0.918, 0.597)
H (-0.590, -1.436, -0.521)
H (0.516, -2.195, 1.088)
H (1.597, 1.418, 0.032)
H (2.936, -0.127, -0.709)

Output
energy above the lowest of the compared OMol25 structures with the same formula, charge and spin	0.979	eV
lowest unoccupied orbital energy	0.75	eV
molar mass	103.12	g/mol
orbital gap	0.394	hartree
DFT total energy	-9879.0817	eV

6.
Here is C19H52AsF6O7 as an isolated structure in a non-equilibrium geometry from the Open Molecules 2025 dataset. Energies are from ωB97M-V with the def2-TZVPD basis set.

Cartesian coordinates (Å):
As (0.829, 0.074, 1.020)
F (2.565, 0.199, 0.617)
F (0.525, -0.201, -0.770)
F (-0.903, 0.152, 1.351)
F (1.155, 0.212, 2.788)
F (0.729, 1.867, 0.890)
F (0.902, -1.762, 1.181)
C (0.343, -4.307, -6.839)
C (-1.196, -4.588, -6.628)
C (-1.454, -5.996, -6.129)
O (-1.627, -3.641, -5.691)
H (0.428, -3.255, -7.111)
H (0.872, -4.900, -7.585)
H (0.916, -4.265, -5.913)
H (-1.625, -4.461, -7.622)
H (-0.896, -6.830, -6.555)
H (-2.541, -6.076, -6.101)
H (-1.170, -5.998, -5.077)
H (-0.858, -3.519, -5.129)
C (7.996, 4.550, 5.418)
C (7.113, 3.568, 4.646)
C (8.010, 2.665, 3.733)
O (6.376, 2.650, 5.533)
H (8.723, 3.965, 5.982)
H (7.387, 5.167, 6.079)
H (8.552, 5.174, 4.719)
H (6.364, 3.968, 3.962)
H (8.348, 3.301, 2.915)
H (7.487, 1.762, 3.416)
H (8.895, 2.343, 4.283)
H (5.698, 2.289, 4.957)
C (-3.213, 4.586, -3.105)
C (-3.410, 5.418, -1.835)
C (-4.308, 6.617, -2.076)
O (-4.138, 4.611, -0.976)
H (-2.530, 5.064, -3.807)
H (-4.106, 4.186, -3.585)
H (-2.669, 3.665, -2.893)
H (-2.460, 5.807, -1.469)
H (-3.882, 7.395, -2.709)
H (-4.726, 7.135, -1.213)
H (-5.248, 6.355, -2.562)
H (-3.486, 4.038, -0.566)
C (5.457, 8.226, -0.099)
C (6.678, 7.464, -0.634)
C (6.390, 6.363, -1.672)
O (7.583, 8.357, -1.082)
H (5.196, 8.960, -0.862)
H (5.658, 8.672, 0.875)
H (4.579, 7.581, -0.053)
H (7.133, 6.905, 0.184)
H (7.267, 5.776, -1.942)
H (5.998, 6.943, -2.508)
H (5.551, 5.742, -1.357)
H (8.384, 7.926, -1.388)
C (1.299, -12.124, 2.300)
C (1.033, -11.419, 0.993)
C (1.846, -10.056, 0.747)
O (1.422, -12.268, -0.026)
H (0.997, -13.150, 2.511)
H (0.945, -11.578, 3.174)
H (2.364, -12.169, 2.526)
H (-0.046, -11.349, 0.851)
H (1.735, -9.320, 1.543)
H (1.479, -9.657, -0.199)
H (2.898, -10.338, 0.711)
H (2.353, -12.099, -0.193)
C (-8.696, 0.924, 1.827)
C (-9.312, 2.347, 1.638)
C (-9.140, 3.264, 2.862)
O (-8.855, 2.942, 0.512)
H (-9.054, 0.219, 1.077)
H (-8.972, 0.611, 2.834)
H (-7.609, 0.986, 1.760)
H (-10.343, 2.001, 1.565)
H (-8.149, 3.590, 3.178)
H (-9.671, 2.775, 3.679)
H (-9.778, 4.143, 2.767)
H (-7.896, 2.909, 0.549)
C (-5.461, -4.892, 2.015)
O (-4.183, -4.700, 2.522)
H (-5.552, -4.109, 1.263)
H (-5.510, -5.812, 1.432)
H (-6.246, -4.764, 2.760)
H (-3.540, -4.807, 1.817)

Output
lowest unoccupied orbital energy	2.06	eV
molar mass	581.53	g/mol
orbital gap	0.382	hartree
DFT total energy	-112024.6900	eV
charge	-1